# 1
Computed, not measured: a cluster of 11 separate species, C47H102O37P4 in total at a distorted geometry, with ωB97M-V with the def2-TZVPD basis set.

Last column: Löwdin charge in e.
Atoms and positions in Å:
C (3.286, 4.794, 4.472)  -0.064
C (4.763, 4.623, 4.112)  -0.247
O (4.868, 4.278, 2.724)  -0.185
P (4.997, 2.797, 2.156)  0.425
O (4.561, 2.627, 0.757)  -0.221
O (6.549, 2.434, 2.420)  -0.182
C (7.533, 3.171, 1.709)  -0.293
C (8.869, 2.453, 1.829)  -0.073
O (4.286, 1.900, 3.259)  -0.184
C (4.111, 0.489, 3.035)  -0.234
C (2.930, 0.228, 2.124)  -0.059
H (3.220, 5.163, 5.495)  0.078
H (2.772, 5.443, 3.762)  0.075
H (2.731, 3.859, 4.369)  0.070
H (5.316, 5.551, 4.248)  0.119
H (5.253, 3.857, 4.716)  0.116
H (7.211, 3.155, 0.659)  0.115
H (7.682, 4.231, 1.933)  0.121
H (9.706, 3.025, 1.429)  0.077
H (9.103, 2.376, 2.894)  0.077
H (8.815, 1.472, 1.363)  0.077
H (5.043, 0.100, 2.611)  0.119
H (4.028, -0.026, 3.993)  0.114
H (3.177, 0.360, 1.071)  0.081
H (2.718, -0.839, 2.226)  0.048
H (2.041, 0.815, 2.347)  0.094
C (-8.581, 3.653, -1.497)  -0.048
C (-7.153, 4.148, -1.352)  -0.280
O (-7.076, 5.495, -0.886)  -0.168
P (-5.784, 6.401, -1.017)  0.398
O (-5.794, 7.498, -0.034)  -0.228
O (-4.582, 5.340, -0.904)  -0.196
C (-3.260, 5.766, -0.521)  -0.261
C (-3.105, 5.618, 0.988)  -0.060
O (-5.705, 6.822, -2.558)  -0.179
C (-6.713, 7.738, -3.014)  -0.279
C (-6.262, 8.290, -4.349)  -0.073
H (-8.571, 2.628, -1.862)  0.069
H (-9.031, 3.700, -0.505)  0.082
H (-9.118, 4.288, -2.201)  0.077
H (-6.574, 3.473, -0.717)  0.109
H (-6.603, 4.125, -2.300)  0.115
H (-2.638, 5.054, -1.067)  0.094
H (-2.964, 6.727, -0.941)  0.112
H (-2.100, 5.914, 1.286)  0.075
H (-3.916, 6.155, 1.482)  0.072
H (-3.241, 4.590, 1.334)  0.074
H (-7.672, 7.217, -3.079)  0.117
H (-6.898, 8.547, -2.303)  0.116
H (-5.300, 8.798, -4.273)  0.078
H (-6.203, 7.470, -5.063)  0.078
H (-6.924, 9.076, -4.718)  0.077
C (7.367, -5.092, 6.571)  -0.052
C (6.121, -5.386, 5.734)  -0.271
O (5.001, -5.686, 6.589)  -0.171
P (3.601, -5.961, 5.860)  0.386
O (3.652, -6.918, 4.761)  -0.210
O (3.139, -4.505, 5.443)  -0.162
C (1.820, -4.109, 5.146)  -0.250
C (1.816, -2.691, 4.578)  -0.064
O (2.580, -6.337, 7.021)  -0.163
C (2.829, -7.551, 7.708)  -0.293
C (1.517, -8.092, 8.267)  -0.065
H (8.263, -5.113, 5.957)  0.078
H (7.247, -4.072, 6.933)  0.077
H (7.370, -5.811, 7.388)  0.080
H (5.862, -4.508, 5.138)  0.091
H (6.220, -6.195, 5.008)  0.119
H (1.319, -4.716, 4.390)  0.112
H (1.215, -4.047, 6.053)  0.123
H (0.806, -2.311, 4.397)  0.073
H (2.180, -1.858, 5.189)  0.084
H (2.381, -2.638, 3.644)  0.044
H (3.249, -8.336, 7.069)  0.118
H (3.597, -7.441, 8.482)  0.120
H (1.046, -7.467, 9.021)  0.076
H (0.858, -8.146, 7.395)  0.076
H (1.614, -9.131, 8.579)  0.078
C (-5.165, 1.764, -5.442)  -0.065
C (-5.734, 0.405, -5.153)  -0.280
O (-6.712, 0.460, -4.120)  -0.194
P (-6.453, -0.265, -2.672)  0.435
O (-5.678, -1.504, -2.786)  -0.220
O (-5.877, 0.940, -1.787)  -0.185
C (-4.447, 1.088, -1.780)  -0.239
C (-3.867, 0.255, -0.619)  -0.052
O (-7.902, -0.464, -2.042)  -0.179
C (-8.659, -1.619, -2.498)  -0.244
C (-8.942, -1.681, -3.985)  -0.076
H (-5.899, 2.564, -5.550)  0.083
H (-4.630, 2.158, -4.565)  0.072
H (-4.400, 1.758, -6.218)  0.074
H (-6.254, 0.007, -6.031)  0.123
H (-4.939, -0.313, -4.924)  0.100
H (-3.997, 0.724, -2.703)  0.088
H (-4.216, 2.128, -1.562)  0.115
H (-2.878, -0.110, -0.903)  0.053
H (-3.821, 0.829, 0.307)  0.081
H (-4.425, -0.643, -0.352)  0.083
H (-8.081, -2.489, -2.179)  0.113
H (-9.553, -1.560, -1.878)  0.118
H (-9.515, -2.588, -4.189)  0.082
H (-9.449, -0.819, -4.408)  0.084
H (-7.998, -1.880, -4.497)  0.069
C (-2.042, -1.707, -3.197)  -0.008
C (-1.206, -1.237, -4.370)  -0.268
C (-1.864, -1.557, -5.754)  -0.074
O (-2.257, -0.299, -6.283)  0.057
C (-1.741, 0.696, -5.521)  -0.580
O (-1.787, 1.850, -5.785)  0.161
O (-1.257, 0.198, -4.374)  0.068
H (-3.015, -1.215, -3.176)  0.063
H (-1.548, -1.401, -2.271)  0.064
H (-2.159, -2.789, -3.171)  0.100
H (-0.178, -1.583, -4.319)  0.124
H (-2.740, -2.199, -5.677)  0.131
H (-1.133, -2.029, -6.411)  0.130
C (2.902, 0.484, -3.901)  -0.019
C (2.572, 1.968, -3.835)  -0.287
C (3.237, 2.700, -2.676)  -0.100
O (4.005, 3.724, -3.271)  0.082
C (3.939, 3.624, -4.616)  -0.560
O (4.457, 4.353, -5.401)  0.160
O (3.164, 2.585, -4.982)  0.090
H (2.526, 0.021, -2.984)  0.059
H (3.955, 0.191, -3.923)  0.097
H (2.472, -0.049, -4.750)  0.088
H (1.486, 2.081, -3.801)  0.149
H (3.909, 2.019, -2.144)  0.135
H (2.500, 3.088, -1.975)  0.106
C (0.458, -1.720, 0.969)  -0.049
O (-0.107, -0.417, 0.994)  0.019
C (0.011, 0.331, -0.091)  -0.623
O (0.413, -0.069, -1.160)  0.103
O (-0.363, 1.559, 0.213)  0.016
C (-0.642, 2.452, -0.868)  -0.007
H (-0.263, -2.486, 0.688)  0.095
H (0.955, -1.989, 1.897)  0.060
H (1.295, -1.784, 0.273)  0.069
H (-1.430, 2.005, -1.477)  0.093
H (0.223, 2.723, -1.470)  0.083
H (-1.063, 3.351, -0.423)  0.082
C (2.264, 5.137, -0.088)  -0.032
O (2.062, 5.852, -1.300)  0.019
C (0.862, 6.354, -1.538)  -0.613
O (-0.166, 5.950, -1.042)  0.104
O (0.952, 7.352, -2.381)  0.036
C (-0.249, 7.930, -2.843)  -0.041
H (3.123, 4.494, -0.282)  0.069
H (1.418, 4.490, 0.133)  0.087
H (2.578, 5.737, 0.765)  0.098
H (-0.969, 8.186, -2.064)  0.091
H (-0.741, 7.281, -3.568)  0.104
H (-0.026, 8.881, -3.322)  0.095
C (1.505, -5.567, -0.014)  -0.027
O (2.687, -5.728, 0.763)  0.019
C (3.246, -4.600, 1.208)  -0.609
O (2.931, -3.515, 0.770)  0.102
O (4.188, -4.911, 2.058)  0.025
C (5.051, -3.863, 2.518)  -0.017
H (0.847, -4.836, 0.452)  0.085
H (1.018, -6.532, -0.120)  0.098
H (1.757, -5.231, -1.022)  0.071
H (5.211, -3.209, 1.657)  0.098
H (6.039, -4.209, 2.800)  0.093
H (4.511, -3.318, 3.288)  0.078
C (1.641, -2.528, -2.533)  -0.062
O (1.789, -3.177, -3.778)  0.013
C (2.595, -4.216, -3.862)  -0.629
O (3.211, -4.667, -2.932)  0.123
O (2.559, -4.720, -5.076)  0.024
C (3.239, -5.943, -5.263)  -0.048
H (2.586, -2.408, -2.000)  0.107
H (0.980, -3.095, -1.871)  0.097
H (1.195, -1.550, -2.653)  0.041
H (4.287, -5.832, -4.972)  0.099
H (3.153, -6.438, -6.222)  0.095
H (2.905, -6.658, -4.500)  0.098
C (-2.007, -4.142, 5.045)  -0.027
O (-1.641, -5.305, 4.307)  -0.035
C (-1.478, -5.159, 2.988)  -0.620
O (-1.810, -4.169, 2.396)  0.133
O (-0.917, -6.228, 2.448)  0.009
C (-0.354, -7.259, 3.244)  -0.027
H (-1.913, -4.339, 6.106)  0.098
H (-2.957, -3.774, 4.664)  0.101
H (-1.294, -3.338, 4.832)  0.080
H (0.536, -6.863, 3.742)  0.086
H (-0.022, -8.099, 2.641)  0.100
H (-1.051, -7.588, 4.013)  0.097

**Maximum force**: 2.632 eV/A
**Energy relative to the best compared isomer or geometry (same formula, charge and spin)**: 0.00 kJ/mol
**Frontier orbital gap**: 10.50 eV
**Charge**: 0

# 2
Computed, not measured: a cluster of 9 separate species, C47H105N10O16PSi in total at a distorted geometry, with ωB97M-V with the def2-TZVPD basis set.

Last column: Löwdin charge in e.
Atoms and positions in Å:
C (-2.187, 1.356, -3.396)  -0.114
C (-1.820, 2.708, -2.734)  -0.234
C (-0.743, 3.414, -3.601)  -0.191
C (-0.909, 4.952, -3.479)  -0.200
C (0.382, 5.709, -3.122)  -0.195
C (1.159, 5.067, -1.952)  -0.218
C (1.795, 6.138, -1.053)  -0.206
C (0.827, 6.889, -0.104)  -0.196
C (-0.211, 5.995, 0.626)  -0.207
C (0.543, 5.084, 1.605)  -0.198
C (-0.251, 4.665, 2.840)  -0.445
O (-1.313, 3.769, 2.500)  -0.110
C (-1.606, 2.811, 3.487)  -0.267
C (-2.909, 3.174, 4.265)  -0.138
O (-3.860, 3.839, 3.451)  -0.087
N (-4.742, 2.943, 2.859)  -0.035
O (-5.314, 3.460, 1.979)  0.076
C (-1.856, 1.466, 2.772)  -0.149
O (-1.074, 0.413, 3.286)  -0.085
C (-0.781, -0.573, 2.297)  -0.327
C (0.375, -1.425, 2.883)  -0.091
C (1.435, -1.815, 1.836)  -0.241
O (1.343, -3.163, 1.362)  -0.232
Si (2.682, -4.080, 1.824)  0.448
C (2.753, -4.436, 3.690)  -0.144
C (2.604, -5.767, 0.973)  -0.165
C (4.336, -3.327, 1.342)  -0.157
C (-1.960, -1.514, 2.009)  -0.092
C (-3.063, -0.986, 1.052)  -0.072
C (-2.609, -0.701, -0.361)  -0.527
O (-3.156, -1.217, -1.245)  0.135
O (-1.596, 0.167, -0.644)  0.053
P (-0.871, 6.202, 3.761)  0.889
N (-0.836, 5.772, 5.474)  -0.178
O (-2.444, 6.435, 3.279)  -0.317
H (-1.306, 0.713, -3.376)  0.021
H (-2.490, 1.559, -4.421)  0.076
H (-3.013, 0.902, -2.845)  0.056
H (-1.484, 2.608, -1.693)  0.086
H (-2.724, 3.319, -2.721)  0.088
H (-0.864, 3.081, -4.630)  0.102
H (0.230, 3.054, -3.262)  0.099
H (-1.217, 5.312, -4.469)  0.105
H (-1.703, 5.222, -2.782)  0.060
H (1.047, 5.755, -3.987)  0.109
H (0.094, 6.728, -2.842)  0.099
H (1.989, 4.510, -2.396)  0.108
H (0.571, 4.334, -1.398)  0.092
H (2.588, 5.670, -0.464)  0.102
H (2.249, 6.877, -1.718)  0.108
H (1.453, 7.297, 0.696)  0.102
H (0.333, 7.741, -0.573)  0.100
H (-0.791, 5.416, -0.092)  0.105
H (-0.899, 6.697, 1.105)  0.080
H (1.474, 5.537, 1.946)  0.112
H (0.824, 4.184, 1.048)  0.122
H (0.489, 4.218, 3.524)  0.117
H (-0.826, 2.689, 4.247)  0.151
H (-2.627, 3.818, 5.097)  0.099
H (-3.361, 2.286, 4.713)  0.130
H (-1.707, 1.633, 1.699)  0.127
H (-2.911, 1.193, 2.898)  0.100
H (-0.367, -0.078, 1.414)  0.132
H (-0.073, -2.357, 3.240)  0.114
H (0.844, -0.942, 3.739)  0.122
H (2.408, -1.719, 2.342)  0.093
H (1.477, -1.109, 1.000)  0.119
H (2.717, -5.520, 3.834)  0.022
H (3.724, -4.130, 4.085)  0.018
H (1.925, -4.019, 4.267)  0.023
H (3.592, -6.227, 0.962)  0.031
H (2.222, -5.713, -0.041)  0.003
H (1.956, -6.427, 1.564)  0.024
H (5.101, -4.098, 1.469)  0.038
H (4.618, -2.457, 1.946)  -0.012
H (4.324, -3.041, 0.286)  0.040
H (-2.428, -1.731, 2.972)  0.133
H (-1.582, -2.444, 1.577)  0.121
H (-3.810, -1.771, 0.963)  0.117
H (-3.603, -0.130, 1.461)  0.111
H (-1.840, 1.087, -0.463)  0.100
H (-1.807, 5.861, 5.791)  0.019
H (-0.661, 4.765, 5.535)  0.010
H (-2.594, 6.160, 2.362)  0.051
C (-2.775, -3.973, -1.473)  -0.050
N (-2.136, -5.265, -1.298)  -0.180
C (-2.919, -6.472, -1.488)  -0.034
C (-0.839, -5.381, -0.966)  -0.321
O (-0.253, -6.438, -0.807)  -0.009
H (-3.602, -3.879, -0.767)  0.093
H (-3.160, -3.893, -2.491)  0.102
H (-2.068, -3.174, -1.301)  0.054
H (-2.916, -7.061, -0.569)  0.074
H (-2.477, -7.075, -2.283)  0.094
H (-3.942, -6.214, -1.752)  0.088
H (-0.330, -4.409, -0.846)  0.129
C (3.350, -9.716, -3.157)  -0.063
N (3.054, -8.471, -2.479)  -0.192
C (1.675, -8.166, -2.127)  -0.044
C (4.013, -7.584, -2.163)  -0.345
O (3.829, -6.524, -1.595)  0.000
H (2.812, -9.754, -4.106)  0.088
H (3.036, -10.557, -2.534)  0.088
H (4.418, -9.800, -3.351)  0.080
H (1.370, -7.238, -2.608)  0.085
H (1.591, -8.033, -1.049)  0.078
H (1.022, -8.975, -2.447)  0.089
H (5.022, -7.912, -2.473)  0.130
C (-4.879, 8.377, -4.135)  -0.058
N (-4.688, 7.089, -3.499)  -0.195
C (-5.511, 5.965, -3.913)  -0.034
C (-3.770, 6.895, -2.535)  -0.349
O (-3.568, 5.836, -1.970)  -0.006
H (-5.905, 8.717, -3.973)  0.089
H (-4.697, 8.287, -5.207)  0.090
H (-4.193, 9.112, -3.720)  0.082
H (-6.074, 5.588, -3.058)  0.094
H (-4.873, 5.161, -4.285)  0.093
H (-6.200, 6.276, -4.695)  0.085
H (-3.196, 7.806, -2.293)  0.137
C (-1.544, -7.889, 2.166)  -0.056
N (-1.496, -9.201, 2.783)  -0.199
C (-2.410, -10.231, 2.323)  -0.043
C (-0.631, -9.499, 3.771)  -0.360
O (-0.548, -10.580, 4.323)  0.007
H (-2.539, -7.458, 2.307)  0.089
H (-1.338, -7.979, 1.098)  0.072
H (-0.804, -7.227, 2.612)  0.081
H (-3.034, -10.566, 3.153)  0.092
H (-1.842, -11.087, 1.953)  0.092
H (-3.040, -9.841, 1.527)  0.082
H (0.019, -8.650, 4.047)  0.131
C (1.849, -2.893, -3.635)  -0.036
N (1.039, -1.705, -3.426)  -0.172
C (0.520, -1.426, -2.100)  -0.030
C (0.750, -0.849, -4.421)  -0.312
O (0.076, 0.161, -4.305)  -0.011
H (1.268, -3.780, -3.377)  0.090
H (2.736, -2.846, -2.998)  0.093
H (2.159, -2.965, -4.674)  0.061
H (-0.567, -1.385, -2.141)  0.073
H (0.889, -0.457, -1.761)  0.099
H (0.834, -2.202, -1.402)  0.078
H (1.190, -1.150, -5.389)  0.132
C (3.006, -2.864, -9.306)  -0.059
N (1.966, -3.373, -8.433)  -0.201
C (0.579, -3.036, -8.713)  -0.037
C (2.240, -4.150, -7.367)  -0.363
O (1.408, -4.602, -6.604)  0.005
H (2.985, -1.773, -9.303)  0.090
H (2.839, -3.224, -10.323)  0.089
H (3.984, -3.201, -8.968)  0.082
H (0.151, -2.508, -7.861)  0.088
H (0.006, -3.950, -8.874)  0.094
H (0.521, -2.408, -9.599)  0.086
H (3.319, -4.346, -7.241)  0.135
C (-2.506, 10.947, 5.455)  -0.059
N (-2.330, 9.998, 6.535)  -0.199
C (-2.455, 8.578, 6.254)  -0.057
C (-2.054, 10.387, 7.796)  -0.361
O (-1.898, 9.637, 8.739)  0.011
H (-3.507, 10.839, 5.031)  0.089
H (-1.765, 10.756, 4.675)  0.090
H (-2.383, 11.965, 5.819)  0.080
H (-3.256, 8.155, 6.864)  0.097
H (-1.521, 8.077, 6.510)  0.076
H (-2.677, 8.421, 5.200)  0.069
H (-1.980, 11.484, 7.902)  0.130
C (8.067, 0.291, 4.707)  -0.058
N (7.073, -0.506, 4.015)  -0.197
C (6.946, -1.918, 4.338)  -0.034
C (6.260, 0.017, 3.079)  -0.338
O (5.412, -0.609, 2.470)  -0.002
H (9.061, -0.121, 4.522)  0.090
H (7.867, 0.275, 5.780)  0.090
H (8.040, 1.321, 4.358)  0.082
H (7.122, -2.516, 3.442)  0.094
H (5.935, -2.122, 4.694)  0.091
H (7.665, -2.190, 5.106)  0.086
H (6.433, 1.092, 2.904)  0.134

**Maximum force**: 3.908 eV/A
**Frontier orbital gap**: 8.13 eV
**Charge**: 0